1.
50
Properties=species:S:1:pos:R:3 method="wB97M-V/def2-TZVPD" e_above_lowest_ev=0.0000 total_energy_ha=-1356.67797 total_charge=+3
Ta 0.309 0.166 0.390
C 0.712 4.281 2.727
N 0.422 4.319 1.277
C 0.352 5.650 0.635
C 0.225 3.214 0.611
N 0.139 2.005 1.204
N 0.125 3.282 -0.766
C -0.395 2.355 -1.642
N -0.653 2.787 -2.862
N -0.609 1.095 -1.270
H 1.170 5.224 3.004
H 1.429 3.491 2.950
H -0.209 4.154 3.298
H 0.224 6.392 1.416
H -0.515 5.713 -0.021
H 1.278 5.869 0.101
H 0.081 2.070 2.218
H 0.398 4.166 -1.175
H -0.596 3.761 -3.124
H -0.935 2.153 -3.596
H -1.089 0.578 -1.999
C -0.947 -3.673 0.372
C -1.502 -2.433 1.037
C -2.956 -2.521 1.429
O -1.337 -1.254 0.068
C -0.620 -2.032 2.221
O -0.606 -2.509 3.286
O 0.287 -1.004 1.837
H -1.546 -3.936 -0.499
H -1.002 -4.501 1.080
H 0.096 -3.548 0.078
H -3.568 -2.827 0.579
H -3.327 -1.585 1.846
H -3.054 -3.291 2.195
H -2.105 -1.231 -0.522
C 5.193 -0.036 -3.028
Si 5.184 -0.309 -1.196
C 5.557 -2.041 -0.661
C 6.034 1.010 -0.209
C 3.311 -0.090 -0.712
C 2.117 -0.016 -0.392
H 6.218 -0.158 -3.388
H 4.869 0.969 -3.300
H 4.576 -0.765 -3.554
H 6.604 -2.252 -0.893
H 4.950 -2.775 -1.192
H 5.425 -2.179 0.413
H 7.106 0.949 -0.411
H 5.899 0.873 0.864
H 5.709 2.013 -0.488


2.
53
Properties=species:S:1:pos:R:3 method="wB97M-V/def2-TZVPD" e_above_lowest_ev=0.3473 total_energy_ha=-11933.77883 total_charge=0 multiplicity=3
Ti -13.833 -3.681 -2.563
C -12.327 -2.552 1.369
C -12.461 -3.035 -0.004
N -13.668 -3.448 -0.527
N -14.788 -3.512 0.287
C -15.634 -2.479 0.443
N -16.818 -2.865 1.014
S -15.449 -0.929 0.004
C -11.395 -3.019 -0.961
C -10.055 -2.611 -0.466
C -9.098 -2.662 -1.457
C -9.362 -2.995 -2.779
C -10.636 -3.339 -3.144
N -11.685 -3.348 -2.233
H -12.653 -1.479 1.474
H -11.347 -2.663 1.817
H -12.939 -3.124 2.132
H -15.153 -4.417 0.485
H -17.081 -3.803 0.695
H -17.558 -2.200 1.063
H -9.820 -2.384 0.535
H -8.078 -2.472 -1.173
H -8.564 -3.013 -3.494
H -10.920 -3.784 -4.145
N -14.021 -1.409 -2.963
C -13.851 -1.176 -4.422
C -14.604 -2.315 -5.165
N -13.932 -3.557 -4.841
H -14.973 -1.228 -2.648
H -13.245 -0.947 -2.474
H -12.746 -1.162 -4.603
H -14.233 -0.198 -4.757
H -14.796 -2.033 -6.182
H -15.525 -2.257 -4.698
H -13.040 -3.691 -5.273
H -14.418 -4.404 -5.069
Se -16.466 -3.888 -2.601
Se -16.642 -5.533 -4.278
Se -15.055 -7.191 -3.730
Se -13.077 -6.004 -3.424
C -11.352 -5.717 3.034
Sb -13.311 -6.227 2.082
C -12.554 -6.918 0.201
C -13.473 -8.139 3.070
H -10.660 -6.430 2.696
H -11.498 -5.803 4.138
H -11.025 -4.719 2.808
H -11.829 -7.757 0.338
H -12.081 -6.185 -0.513
H -13.314 -7.347 -0.417
H -12.881 -9.001 2.707
H -14.475 -8.444 2.891
H -13.409 -8.118 4.212


3.
47
Properties=species:S:1:pos:R:3 method="wB97M-V/def2-TZVPD" smiles="COCCCCC[C@H]1OS(=O)(=O)CC[C@@H]1N=C(C)C.O" e_above_lowest_ev=9.5163 total_energy_ha=-1340.29114 total_charge=0
C 4.567 -0.948 1.292
O 5.121 0.219 0.532
C 4.140 0.641 -0.506
C 3.463 2.100 -0.116
C 2.301 2.009 1.044
C 0.867 2.645 0.466
C 0.254 1.524 -0.612
C -1.092 0.748 0.010
O -2.142 1.817 0.054
S -3.334 1.168 1.085
O -4.525 2.197 1.124
O -2.860 1.047 2.585
C -3.980 -0.441 0.376
C -2.884 -1.298 -0.507
C -1.612 -0.431 -1.059
N -0.456 -1.234 -1.605
C 0.022 -2.166 -0.727
C 0.926 -1.912 0.612
C -0.316 -3.760 -1.097
H 3.733 -0.562 2.039
H 4.172 -1.762 0.533
H 5.428 -1.447 1.918
H 4.724 0.714 -1.545
H 3.292 -0.149 -0.674
H 4.350 2.791 0.266
H 3.080 2.602 -1.115
H 2.673 2.691 1.939
H 2.163 0.897 1.429
H 0.120 2.812 1.364
H 1.082 3.689 -0.067
H -0.127 2.148 -1.552
H 1.107 0.783 -0.917
H -0.829 0.321 1.066
H -4.277 -1.120 1.311
H -4.998 -0.267 -0.207
H -2.623 -2.251 0.114
H -3.475 -1.679 -1.471
H -2.030 0.199 -1.985
H 0.180 -1.609 1.493
H 1.684 -1.025 0.519
H 1.462 -2.903 1.006
H 0.218 -4.486 -0.325
H 0.200 -3.934 -2.158
H -1.471 -3.987 -1.116
O -6.085 0.815 -1.523
H -6.180 1.552 -0.901
H -6.028 1.245 -2.389


4.
53
Properties=species:S:1:pos:R:3 method="wB97M-V/def2-TZVPD" total_energy_ha=-2458.55199 total_charge=-1
O -1.310 -1.115 2.181
H -0.795 -0.909 1.342
H -1.160 -2.070 2.367
H 1.703 -0.325 1.726
C 1.481 0.466 0.089
O 1.799 1.080 -0.846
O 0.343 -0.073 0.308
O 2.344 0.307 1.058
C -1.035 -0.691 -3.061
C 0.082 0.343 -3.378
C -0.589 1.688 -3.680
S -2.305 1.531 -3.076
O -3.089 1.299 -4.302
O -2.596 2.639 -2.201
C -2.174 -0.009 -2.340
H -0.571 -1.455 -2.464
H -1.416 -1.111 -4.006
H 0.599 0.094 -4.324
H 0.778 0.460 -2.572
H -0.708 1.844 -4.761
H -0.073 2.540 -3.123
H -3.168 -0.432 -2.483
H -2.071 0.190 -1.278
C -0.865 1.913 2.136
C -1.182 2.751 0.858
C -2.450 3.472 1.191
S -2.274 4.012 2.863
O -3.432 3.754 3.666
O -1.813 5.397 2.871
C -0.928 2.952 3.265
H -0.017 1.242 2.007
H -1.725 1.266 2.320
H -1.317 2.013 0.026
H -0.337 3.419 0.612
H -3.322 2.879 1.010
H -2.708 4.359 0.622
H -1.132 2.468 4.230
H -0.016 3.570 3.283
C 2.243 -3.223 -0.776
C 3.511 -3.730 -0.138
C 3.578 -3.135 1.289
S 1.978 -3.603 1.876
O 1.323 -2.741 2.854
O 2.148 -5.040 2.117
C 1.144 -3.465 0.303
H 2.001 -3.695 -1.667
H 2.316 -2.154 -1.015
H 4.345 -3.297 -0.727
H 3.624 -4.817 -0.183
H 3.885 -2.092 1.435
H 4.264 -3.715 1.890
H 0.477 -2.648 0.362
H 0.613 -4.402 0.245


5.
58
Properties=species:S:1:pos:R:3 method="wB97M-V/def2-TZVPD" e_above_lowest_ev=1.8037 total_energy_ha=-4640.63067 total_charge=+2
Hf 0.153 -0.631 1.119
N -2.685 0.756 1.118
N -3.485 0.297 0.056
C -2.924 -0.094 -1.094
N -3.698 -0.403 -2.128
S -1.238 -0.182 -1.239
H -3.073 0.413 2.001
H -2.717 1.781 1.158
H -4.497 0.334 0.136
H -4.703 -0.308 -2.104
H -3.281 -0.727 -2.987
F -1.369 -4.148 1.856
B -0.917 -2.955 1.600
F -1.828 -1.874 1.692
F 0.208 -2.515 2.414
F -0.382 -2.744 0.287
C 2.718 -3.065 0.749
N 2.169 -3.026 -0.592
C 1.809 -4.334 -1.105
C 1.963 -1.857 -1.241
N 1.588 -0.781 -0.528
N 2.146 -1.791 -2.565
C 2.927 -2.752 -3.322
C 1.751 -0.621 -3.323
H 3.716 -3.513 0.701
H 2.113 -3.695 1.403
H 2.804 -2.058 1.158
H 1.131 -4.808 -0.392
H 2.689 -4.971 -1.206
H 1.290 -4.252 -2.051
H 1.762 0.072 -1.059
H 3.553 -3.355 -2.674
H 3.570 -2.206 -4.012
H 2.279 -3.407 -3.907
H 2.523 0.156 -3.290
H 0.809 -0.216 -2.957
H 1.618 -0.920 -4.360
Se -0.567 0.417 3.318
C -0.225 2.238 2.808
C 0.199 2.567 1.519
C 0.450 3.907 1.242
N 0.312 4.866 2.134
C -0.102 4.557 3.349
C -0.396 3.259 3.737
H 0.339 1.792 0.739
H 0.762 4.227 0.257
H -0.190 5.382 4.043
H -0.748 3.028 4.732
C 4.388 0.737 2.786
S 2.661 0.495 3.294
C 2.967 -0.847 4.475
O 2.081 -0.218 2.047
H 5.003 0.854 3.670
H 4.450 1.638 2.184
H 4.714 -0.121 2.208
H 3.458 -0.411 5.338
H 3.603 -1.610 4.038
H 2.018 -1.271 4.794


6.
49
Properties=species:S:1:pos:R:3 method="wB97M-V/def2-TZVPD" e_above_lowest_ev=6.7681 total_energy_ha=-1869.41232 total_charge=-1
C -1.077 1.321 -3.155
C -0.816 0.255 -4.409
C 0.178 -0.995 -3.909
O 0.905 -1.575 -4.865
O 0.110 -1.361 -2.491
C 1.380 -1.877 -1.966
C 2.362 -0.721 -1.297
Nb 1.352 0.322 0.516
C 2.611 2.173 0.054
C 1.815 3.598 0.196
C 0.361 3.664 -0.559
N -0.997 3.451 0.074
O 0.356 3.989 -1.882
C 0.259 1.315 2.243
C -1.284 0.836 2.488
C -1.935 -0.105 1.320
F -2.194 2.020 2.683
H -1.768 0.872 -2.309
H -1.561 2.332 -3.507
H 0.011 1.541 -2.718
H -1.858 -0.152 -4.822
H -0.233 0.856 -5.227
H 1.093 -2.597 -1.058
H 2.002 -2.536 -2.706
H 3.276 -1.323 -0.820
H 2.801 0.038 -2.072
H 2.711 -0.202 1.650
H 0.572 -1.271 0.866
H 0.050 0.847 -0.639
H 3.502 2.208 0.848
H 3.157 2.037 -0.997
H 2.503 4.417 -0.333
H 1.708 3.982 1.319
H -1.066 3.848 1.037
H -1.255 2.440 0.084
H 0.860 1.030 3.235
H 0.251 2.500 2.226
H -1.323 0.227 3.497
H -3.099 -0.187 1.572
H -1.899 0.362 0.231
H -1.553 -1.236 1.340
Cl -3.535 -4.121 2.513
C -1.990 -5.003 2.616
C -0.989 -4.303 3.521
Cl -0.410 -2.769 2.824
H -1.600 -5.125 1.601
H -2.219 -5.996 3.014
H -0.109 -4.938 3.663
H -1.416 -4.089 4.506


7.
51
Properties=species:S:1:pos:R:3 method="wB97M-V/def2-TZVPD" total_energy_ha=-2174.17082 total_charge=+1
N -1.998 0.718 -0.218
C -3.247 1.143 -0.503
S -4.654 0.278 0.619
Cl -4.569 -1.576 -0.054
I -6.659 1.157 -0.224
H -1.619 0.800 0.722
H -1.728 -0.171 -0.634
H -3.561 0.892 -1.513
H -3.475 2.179 -0.249
O 0.411 0.168 1.542
C 0.207 -0.893 2.082
O -1.017 -1.452 1.892
C -1.311 -2.802 2.314
C -1.729 -2.890 3.763
C 1.212 -1.569 2.967
H -0.465 -3.449 2.086
H -2.124 -3.098 1.651
H -0.925 -2.595 4.435
H -2.008 -3.918 3.997
H -2.589 -2.248 3.954
H 1.148 -1.115 3.959
H 2.207 -1.351 2.591
H 1.081 -2.640 3.069
O -1.851 -1.394 -2.319
C -1.615 -0.724 -3.297
O -2.258 0.455 -3.427
C -1.976 1.383 -4.501
C -2.719 1.034 -5.769
C -0.679 -1.199 -4.373
H -0.901 1.454 -4.654
H -2.308 2.341 -4.104
H -2.403 0.071 -6.171
H -2.524 1.795 -6.525
H -3.792 0.998 -5.588
H -1.245 -1.860 -5.032
H 0.096 -1.792 -3.896
H -0.236 -0.415 -4.975
O 3.705 0.107 4.100
C 3.834 0.751 3.092
O 4.766 0.353 2.200
C 4.941 0.988 0.923
C 5.796 2.232 1.016
C 2.994 1.973 2.819
H 3.973 1.191 0.464
H 5.434 0.225 0.323
H 5.322 3.001 1.627
H 5.961 2.643 0.019
H 6.765 1.992 1.454
H 3.452 2.837 3.301
H 2.026 1.792 3.276
H 2.854 2.200 1.767


8.
46
Properties=species:S:1:pos:R:3 method="wB97M-V/def2-TZVPD" total_energy_ha=-1398.71602 total_charge=+1 multiplicity=6
Ru 0.651 0.704 -0.418
H 1.425 2.138 -0.105
H 2.103 1.503 -0.308
P -0.863 1.731 -1.781
P 2.078 -1.126 -0.961
C 1.920 -2.399 0.334
H 2.770 -3.073 0.201
H 1.975 -1.913 1.316
H 0.979 -2.965 0.272
C 2.278 -1.969 -2.573
H 2.554 -1.215 -3.326
H 3.090 -2.701 -2.443
H 1.360 -2.486 -2.895
C 3.685 -0.408 -0.654
H 3.623 0.183 0.265
H 4.354 -1.263 -0.540
H 3.953 0.204 -1.519
C -1.400 1.171 -3.460
H -2.176 1.838 -3.884
H -0.506 1.175 -4.104
H -1.798 0.146 -3.369
C -2.483 1.712 -0.879
H -2.365 2.214 0.093
H -3.281 2.221 -1.443
H -2.782 0.666 -0.714
C -0.603 3.542 -2.009
H 0.252 3.674 -2.691
H -1.490 4.047 -2.430
H -0.365 3.975 -1.024
H 1.071 0.982 -1.922
H 0.359 -1.014 -1.152
N -0.847 1.046 3.638
C -0.218 1.507 2.530
N -0.291 0.579 1.560
C -1.039 -0.490 2.074
C -1.370 -1.741 1.531
C -1.970 -2.696 2.357
C -2.273 -2.406 3.696
C -1.989 -1.145 4.257
C -1.376 -0.210 3.405
H -0.946 1.509 4.520
H 0.252 2.474 2.539
H -1.111 -1.878 0.471
H -2.199 -3.677 1.932
H -2.764 -3.234 4.312
H -2.228 -0.931 5.299


9.
56
Properties=species:S:1:pos:R:3 method="wB97M-V/def2-TZVPD" e_above_lowest_ev=1.5906 total_energy_ha=-1443.14712 total_charge=-4
Be 7.440 27.456 6.335
O 5.230 26.457 5.293
C 4.611 25.272 5.832
C 5.291 23.895 5.339
O 5.203 23.601 3.992
H 3.554 25.310 5.568
H 4.578 25.441 6.909
H 4.786 23.096 5.883
H 6.326 24.020 5.657
O 8.252 29.228 4.603
C 9.070 28.665 3.597
C 9.139 27.091 3.587
O 8.087 26.314 4.123
H 10.090 29.042 3.673
H 8.779 29.088 2.635
H 10.032 26.796 4.137
H 9.271 26.712 2.574
O 5.938 29.373 6.800
C 5.946 30.282 7.868
C 7.031 31.514 8.002
O 7.350 32.291 6.842
H 5.879 29.733 8.808
H 4.996 30.786 7.693
H 7.950 31.071 8.387
H 6.820 32.211 8.812
C 4.119 27.380 9.352
N 5.507 26.956 9.571
O 5.689 26.685 10.717
O 6.408 26.992 8.680
H 3.919 27.953 8.447
H 3.810 27.958 10.223
H 3.557 26.446 9.359
C 9.995 29.004 8.087
O 9.072 28.225 8.048
N 10.976 28.817 9.000
C 12.039 29.754 9.251
C 11.008 27.676 9.941
H 10.268 29.859 7.450
H 13.000 29.282 9.046
H 12.061 30.014 10.309
H 12.061 30.531 8.486
H 10.352 27.876 10.788
H 10.669 26.760 9.457
H 12.036 27.480 10.247
C 9.136 24.339 6.778
O 8.474 25.288 7.155
N 10.441 24.420 6.533
C 11.304 25.542 7.015
C 11.177 23.180 6.166
H 8.721 23.409 6.358
H 12.122 25.852 6.365
H 11.791 25.109 7.889
H 10.728 26.289 7.561
H 10.458 22.384 5.969
H 11.872 23.416 5.361
H 11.727 22.994 7.088